DFT (the ωB97M-V functional and the def2-TZVPD basis) results for C2H3N5O in the gas phase at a distorted geometry.

Last column: natural (NBO) charge in e.
Element x y z (Å)
C: -1.03956 -0.46744 1.71186  -0.0377
N: -1.04167 -0.64378 0.46979  -0.2331
N: -0.05171 0.21004 -0.10998  -0.1394
N: 0.32472 1.41873 0.41759  -0.1125
N: 1.24970 1.85085 -0.35077  -0.0304
N: 1.49147 1.01979 -1.37202  -0.3412
C: 0.61693 0.01850 -1.26277  0.5980
O: 0.63502 -0.97812 -2.07594  -0.6038
H: -0.28799 0.11587 2.22932  0.2055
H: -1.80695 -0.97959 2.24287  0.1933
H: -0.08996 -1.56484 -1.89995  0.5013

E_HOMO ... -10.167 eV
Energy above the lowest of the compared OMol25 structures with the same formula, charge and spin ... 330.05 kJ/mol
F_max ... 3.68 eV/Å
SMILES ... C=Nn1nnnc1O